(1)
This record from OMol25 describes a 3-piece molecular cluster, C5H10N2O overall. The level of theory is wB97M-V/def2-TZVPD.

Geometry as XYZ:
```
18
Properties=species:S:1:pos:R:3:forces:R:3:lowdin_charge:R:1
O 0.133 1.673 0.866 -0.04 0.04 -0.01 -0.011
N -2.030 -0.953 -2.893 0.24 0.14 0.05 -0.020
N 1.282 0.403 -1.664 -0.37 0.15 -0.41 0.050
C 1.222 -0.341 -0.557 -0.85 0.14 0.73 -0.118
C 0.072 -0.545 1.940 -0.15 0.14 -0.05 -0.046
C -1.325 -0.413 -2.147 -0.29 -0.05 0.77 -0.260
C -1.394 0.119 0.001 -0.04 -0.08 -0.58 0.044
C -0.228 0.324 0.738 0.99 -0.43 -0.61 -0.526
H -0.161 -1.588 1.728 0.00 0.00 -0.01 0.092
H 1.125 -0.487 2.230 0.00 0.01 -0.06 0.079
H -0.525 -0.226 2.798 0.01 -0.04 0.02 0.090
H 0.875 -1.357 -0.707 0.04 -0.02 0.04 0.108
H 0.861 1.752 1.493 -0.05 -0.05 -0.05 0.099
H -1.938 0.976 -0.363 -0.08 -0.01 0.09 0.085
H 0.445 0.250 -2.270 0.52 0.14 0.18 0.032
H -1.962 -0.786 0.163 0.04 0.03 -0.11 0.092
H 1.547 1.373 -1.534 -0.03 -0.09 -0.01 0.108
H 2.001 -0.176 0.177 0.04 -0.02 0.03 0.102
```
Forces are in eV/Å.

Values from the calculation:
Strongest force on any atom ... 1.2 eV/A
Calculated total energy ... -381.12182 a.u.
LUMO ... -0.4148 eV
Relative energy (zero: lowest compared OMol25 entry of this formula, charge and spin) ... 102.67 kcal per mole

(2)
This record from OMol25 describes an isolated molecule of C3H5NS2. The level of theory is wB97M-V/def2-TZVPD.

Geometry as XYZ:
```
11
Properties=species:S:1:pos:R:3:forces:R:3:lowdin_charge:R:1
S -2.034 0.610 -0.269 -2.34 -3.32 -0.25 0.597
S 1.136 -1.250 -0.468 -1.58 -0.37 0.93 0.788
N -1.703 -1.159 -0.019 -0.74 2.34 0.81 -0.423
C 1.251 0.277 0.327 1.40 5.05 1.49 -0.677
C 1.499 1.588 -0.240 0.49 -3.05 1.10 -0.089
C -0.609 -1.719 0.162 0.96 -3.61 -2.72 -0.562
H -0.801 -2.936 0.087 1.10 2.92 0.75 0.124
H 1.528 2.310 0.640 0.24 -0.41 -1.86 0.049
H -3.442 0.097 -0.433 2.56 1.65 0.26 -0.059
H 1.867 1.885 -1.378 -1.49 -0.99 3.26 0.116
H 1.308 0.297 1.592 -0.60 -0.21 -3.78 0.135
```
Forces are in eV/Å.

Values from the calculation:
Strongest force on any atom ... 5.4 eV/A
Calculated total energy ... -968.27361 a.u.
LUMO ... 0.2058 eV
SMILES ... C=CS/C=N\S
Relative energy (zero: lowest compared OMol25 entry of this formula, charge and spin) ... 107.60 kcal per mole

(3)
This record from OMol25 describes a 2-piece molecular cluster, C3H4BrNO overall. The level of theory is wB97M-V/def2-TZVPD.

Geometry as XYZ:
```
10
Properties=species:S:1:pos:R:3:forces:R:3:lowdin_charge:R:1
Br -3.318 1.342 0.329 0.25 -0.27 -0.34 0.197
O 1.057 -1.345 0.084 0.51 -0.62 0.11 0.065
N -0.408 0.253 0.405 -0.38 -1.17 1.24 0.024
C 1.493 -0.240 -0.589 0.31 -1.16 0.34 -0.056
C -0.048 -0.981 0.671 0.34 3.33 -2.02 -0.160
C 0.593 0.736 -0.337 2.42 -0.37 -1.80 -0.130
H -0.552 -1.626 1.234 -1.96 -2.67 2.16 0.108
H 2.395 -0.512 -1.119 -0.04 0.97 -0.16 0.130
H -1.991 0.687 0.063 -0.69 0.56 0.61 -0.285
H 0.780 1.685 -0.741 -0.76 1.39 -0.14 0.108
```
Forces are in eV/Å.

Values from the calculation:
Strongest force on any atom ... 4.0 eV/A
Calculated total energy ... -2820.68658 a.u.
LUMO ... 0.7242 eV
SMILES ... c1cocn1.Br
Relative energy (zero: lowest compared OMol25 entry of this formula, charge and spin) ... 16.80 kcal per mole

(4)
This record from OMol25 describes a 2-piece molecular cluster, CHBrN2O3 overall. The level of theory is wB97M-V/def2-TZVPD.

Geometry as XYZ:
```
8
Properties=species:S:1:pos:R:3:forces:R:3:lowdin_charge:R:1
Br -2.787 -2.254 -1.473 -0.18 0.06 0.00 0.320
O 2.116 -0.264 0.052 0.38 -0.30 -0.14 0.117
O -1.811 1.087 -0.091 -1.69 0.02 -0.54 0.101
O 2.414 1.337 1.482 0.28 0.24 0.27 0.127
N -0.681 1.005 0.174 2.44 0.09 0.88 -0.068
N 1.759 0.689 0.709 0.11 -0.41 -0.21 -0.394
C 0.426 1.050 0.536 -1.53 0.37 -0.26 0.096
H -1.436 -2.650 -1.389 0.20 -0.08 0.00 -0.299
```
Forces are in eV/Å.

Values from the calculation:
Strongest force on any atom ... 2.6 eV/A
Calculated total energy ... -2947.71029 a.u.
LUMO ... -1.3640 eV
SMILES ... O=[N+]([O-])C#[N+][O-].Br
Relative energy (zero: lowest compared OMol25 entry of this formula, charge and spin) ... 22.08 kcal per mole

(5)
This record from OMol25 describes an isolated molecule of C2H7OPS. The level of theory is wB97M-V/def2-TZVPD.

Geometry as XYZ:
```
12
Properties=species:S:1:pos:R:3:forces:R:3:lowdin_charge:R:1
S -0.679 1.885 0.444 1.76 -1.77 -0.63 0.510
P 0.232 -0.323 -1.807 0.09 -3.74 0.09 0.813
O 0.852 -0.336 2.169 -2.01 1.78 -1.31 -0.117
C 0.507 -0.763 0.832 0.80 -0.47 1.28 -0.438
C 0.751 0.265 -0.217 -2.76 1.76 1.64 -0.664
H 0.092 0.873 -2.231 -0.74 3.48 -1.87 -0.167
H -1.407 0.794 0.669 -0.59 0.13 0.10 -0.208
H 1.660 0.833 -0.200 0.53 -0.08 0.16 0.061
H 1.175 -1.565 0.617 1.07 -0.73 -0.13 0.101
H -0.456 -1.325 0.699 0.10 1.14 0.47 0.114
H 0.373 0.572 2.214 1.13 -1.88 0.24 0.055
H -1.153 -0.625 -1.529 0.62 0.38 -0.04 -0.060
```
Forces are in eV/Å.

Values from the calculation:
Strongest force on any atom ... 4.0 eV/A
Calculated total energy ... -895.08763 a.u.
LUMO ... -0.0942 eV
SMILES ... OC[C@@H](P)S
Relative energy (zero: lowest compared OMol25 entry of this formula, charge and spin) ... 80.60 kcal per mole

(6)
This record from OMol25 describes an isolated molecule of C20H22N2O6S. The level of theory is wB97M-V/def2-TZVPD.

Geometry as XYZ:
```
51
Properties=species:S:1:pos:R:3:forces:R:3:lowdin_charge:R:1
S -1.362 -3.196 1.020 -0.41 0.18 -0.12 0.636
O 3.080 1.551 2.625 0.06 -0.05 0.08 0.143
O -1.134 1.721 2.736 -0.39 -0.12 0.30 0.179
O -1.898 -3.590 2.285 -0.16 0.29 0.11 -0.283
O -0.412 -4.031 0.352 0.11 0.24 -0.21 -0.281
O -0.332 3.838 2.927 -0.17 -0.06 0.21 0.146
O 4.157 3.157 1.476 -0.06 0.27 -0.28 0.006
N -2.662 -3.014 0.006 0.48 -0.34 0.72 -0.134
N 0.675 2.276 1.568 -0.17 -0.08 0.11 0.052
C -1.283 -0.634 1.993 0.00 0.58 0.27 0.037
C 5.998 1.568 1.259 -0.30 0.27 0.09 -0.059
C -2.424 -2.573 -1.345 0.13 0.26 -0.38 -0.221
C -1.100 0.003 -5.445 0.01 -0.03 0.02 -0.285
C 1.057 0.014 0.500 -0.14 0.30 0.20 0.017
C -0.644 -1.555 1.176 0.01 -0.77 -0.11 -0.281
C -0.725 0.624 2.037 0.52 -0.59 -0.68 -0.153
C -2.427 -0.369 -5.265 0.06 -0.01 -0.01 -0.043
C -2.075 -0.658 -2.900 -0.10 0.09 0.09 -0.241
C 0.496 -1.254 0.452 -0.04 -0.21 -0.04 -0.063
C 3.086 2.476 1.862 -0.36 0.04 -0.05 -0.473
C 0.426 0.949 1.300 -0.41 -0.52 0.03 -0.132
C -2.908 -0.697 -4.011 0.04 0.01 0.04 -0.036
C -0.269 0.040 -4.333 -0.02 -0.02 -0.06 -0.041
C 5.421 2.751 2.020 0.41 -0.31 0.21 -0.203
C -0.592 0.373 -6.805 -0.04 0.07 0.00 -0.054
C 1.829 3.038 1.194 0.17 -0.02 0.17 0.000
C -0.749 -0.288 -3.078 -0.07 -0.01 0.02 -0.030
C -2.578 -1.055 -1.542 0.11 -0.24 -0.07 -0.135
C -0.267 2.733 2.475 0.54 0.77 -0.28 -0.462
H -2.010 -0.532 -0.770 -0.08 0.01 -0.02 0.098
H 5.284 2.495 3.075 0.03 0.13 -0.14 0.124
H -0.912 1.384 -7.061 0.03 0.05 -0.09 0.084
H -3.943 -0.983 -3.893 -0.14 -0.03 0.02 0.113
H -3.632 -0.788 -1.436 -0.01 0.05 0.06 0.120
H -0.089 -0.256 -2.222 0.06 0.01 0.10 0.097
H 1.962 3.042 0.108 0.00 0.05 0.10 0.148
H 0.766 0.327 -4.451 0.11 0.03 -0.03 0.109
H 1.671 4.065 1.538 0.04 -0.13 -0.13 0.148
H 6.058 3.632 1.927 -0.11 -0.09 0.05 0.125
H -3.089 -0.404 -6.118 -0.07 -0.01 -0.10 0.112
H 5.357 0.697 1.379 0.00 -0.08 0.01 0.075
H 0.938 -2.038 -0.141 0.12 -0.04 -0.09 0.117
H 6.983 1.332 1.650 0.12 -0.05 0.03 0.080
H -0.988 -0.302 -7.561 0.02 -0.02 -0.09 0.078
H 6.085 1.804 0.201 0.06 0.00 -0.09 0.079
H -2.151 -0.911 2.566 -0.16 0.03 0.14 0.133
H 1.951 0.255 -0.052 0.13 0.01 -0.07 0.122
H -1.407 -2.889 -1.581 -0.08 0.03 -0.26 0.118
H -3.475 -2.634 0.462 -0.11 0.02 0.26 0.114
H 0.494 0.341 -6.838 0.07 0.00 -0.06 0.074
H -3.109 -3.099 -2.017 0.16 0.00 0.01 0.127
```
Forces are in eV/Å.

Values from the calculation:
Strongest force on any atom ... 1.0 eV/A
Calculated total energy ... -1734.51384 a.u.
LUMO ... 0.3602 eV
SMILES ... CCOC(=O)Cn1c(=O)oc2cc(S(=O)(=O)NCCc3ccc(C)cc3)ccc21
Relative energy (zero: lowest compared OMol25 entry of this formula, charge and spin) ... 2.34 kcal per mole

| no. | HOMO (eV) |
| --- | --- |
| 1 | -8.530 |
| 2 | -8.756 |
| 3 | -9.827 |
| 4 | -10.926 |
| 5 | -9.099 |
| 6 | -8.901 |